DFT (the ωB97M-V functional and the def2-TZVPD basis) results for one molecule with the formula C7H10.

Values from the calculation:
SMILES string	C=C=C[C@@H](C)C=C
Kohn-Sham gap	10.38	eV
DFT total energy	-7418.79779	eV
energy relative to the best compared isomer or geometry (same formula, charge and spin)	51.59	kcal/mol
spin multiplicity	1

Cartesian coordinates (Å):
C: -0.752 1.235 2.502
C: -0.516 1.322 1.220
C: -0.281 1.382 -0.063
C: 0.482 0.314 -0.840
C: 1.457 -0.459 0.043
C: -0.532 -0.565 -1.544
C: -0.757 -1.852 -1.298
H: -1.623 0.698 2.872
H: -0.090 1.690 3.236
H: -0.700 2.211 -0.634
H: 1.057 0.836 -1.618
H: 1.983 -1.225 -0.535
H: 2.197 0.224 0.472
H: 0.935 -0.947 0.873
H: -1.141 -0.058 -2.293
H: -1.530 -2.395 -1.835
H: -0.189 -2.411 -0.558

How positive or negative is each atom? The Mulliken charges in e answer that:
1 C -0.735
2 C 0.207
3 C -0.538
4 C 0.823
5 C -1.815
6 C -0.274
7 C -0.768
8 H 0.243
9 H 0.248
10 H 0.367
11 H 0.247
12 H 0.421
13 H 0.396
14 H 0.405
15 H 0.290
16 H 0.253
17 H 0.230

DFT (the ωB97M-V functional and the def2-TZVPD basis) results for C43H56N4OPd as an isolated structure.

Values from the calculation:
Kohn-Sham gap	4.70	eV
DFT total energy	-56989.33353	eV
energy relative to the best compared isomer or geometry (same formula, charge and spin)	0.00	kcal/mol
total charge	-2
spin multiplicity	1

Cartesian coordinates (Å):
Pd: 0.606 0.404 -0.193
C: 3.401 0.297 -2.691
C: 2.451 -0.800 -3.087
C: 2.895 -2.014 -3.594
C: 1.999 -3.040 -3.887
C: 0.643 -2.839 -3.658
C: 0.169 -1.634 -3.151
C: -1.278 -1.433 -2.816
C: 1.076 -0.603 -2.859
N: 0.645 0.601 -2.304
C: 0.048 1.557 -3.020
C: -0.016 1.426 -4.531
C: -0.461 2.698 -2.463
C: -0.897 3.888 -3.273
N: -0.243 2.959 -1.068
C: -1.322 3.482 -0.307
C: -1.280 4.825 0.109
C: -0.186 5.772 -0.328
C: -2.314 5.336 0.890
C: -3.403 4.551 1.227
C: -3.469 3.250 0.751
C: -2.455 2.699 -0.026
C: -2.601 1.297 -0.548
H: 4.438 0.014 -2.895
H: 3.270 0.520 -1.627
H: 3.175 1.236 -3.199
H: 3.959 -2.163 -3.757
H: 2.355 -3.987 -4.276
H: -0.061 -3.641 -3.863
H: -1.892 -2.225 -3.249
H: -1.642 -0.468 -3.177
H: -1.402 -1.420 -1.724
H: 0.429 0.487 -4.855
H: 0.524 2.247 -5.011
H: -1.049 1.462 -4.887
H: -1.466 3.590 -4.157
H: -0.056 4.514 -3.618
H: -1.555 4.534 -2.683
H: 0.525 5.296 -0.997
H: 0.361 6.171 0.530
H: -0.625 6.623 -0.857
H: -2.265 6.370 1.219
H: -4.200 4.951 1.844
H: -4.324 2.627 0.993
H: -3.238 0.705 0.109
H: -1.628 0.793 -0.609
H: -3.029 1.312 -1.554
C: 4.606 -0.407 1.291
C: 3.163 -0.749 1.658
C: 3.036 -2.222 2.043
C: 2.578 0.163 2.721
C: 3.378 0.806 3.656
C: 2.836 1.660 4.608
C: 1.472 1.895 4.613
C: 0.633 1.277 3.693
C: -0.857 1.592 3.666
C: -1.163 3.066 3.936
C: -1.642 0.726 4.659
C: 1.189 0.390 2.754
N: 0.327 -0.260 1.826
C: -0.299 -1.269 2.341
C: -1.327 -2.139 1.872
C: -1.781 -3.188 2.702
C: -2.822 -3.800 2.012
C: -2.948 -3.071 0.800
N: -2.063 -2.076 0.717
C: -3.893 -3.402 -0.343
C: -3.185 -4.359 -1.314
C: -5.152 -4.091 0.186
C: -4.305 -2.132 -1.099
H: 4.905 -0.995 0.421
H: 5.308 -0.632 2.100
H: 4.699 0.650 1.033
H: 2.550 -0.572 0.755
H: 3.614 -2.431 2.950
H: 3.413 -2.857 1.239
H: 1.998 -2.503 2.224
H: 4.449 0.644 3.638
H: 3.477 2.153 5.330
H: 1.054 2.586 5.336
H: -1.214 1.356 2.660
H: -0.934 3.343 4.970
H: -2.225 3.254 3.769
H: -0.604 3.726 3.273
H: -1.283 0.902 5.677
H: -1.541 -0.335 4.435
H: -2.706 0.975 4.620
H: 0.000 -1.534 3.364
H: -1.387 -3.442 3.677
H: -3.408 -4.648 2.335
H: -2.878 -5.265 -0.787
H: -2.291 -3.886 -1.720
H: -3.845 -4.640 -2.142
H: -4.915 -5.041 0.672
H: -5.838 -4.300 -0.642
H: -5.665 -3.458 0.913
H: -3.428 -1.576 -1.412
H: -4.900 -1.480 -0.457
H: -4.900 -2.391 -1.982
C: 1.195 3.074 0.964
C: 1.041 2.863 -0.526
O: 2.047 2.894 -1.232
H: 1.303 4.151 1.139
H: 2.107 2.581 1.288
H: 0.348 2.703 1.533

Atomic partial charges in e from the Mulliken method, atoms 1 to 99:
1 Pd -0.584
2 C -1.050
3 C 0.562
4 C -1.004
5 C -0.874
6 C -0.757
7 C 0.952
8 C -0.420
9 C -0.844
10 N 1.838
11 C 0.313
12 C -2.336
13 C 0.168
14 C -2.292
15 N 2.235
16 C -0.350
17 C 1.506
18 C -2.130
19 C -0.730
20 C -1.049
21 C -0.255
22 C 0.163
23 C -0.401
24 H 0.422
25 H -0.049
26 H 0.210
27 H 0.342
28 H 0.364
29 H 0.381
30 H 0.729
31 H 0.134
32 H -0.524
33 H 0.479
34 H 0.456
35 H 0.403
36 H 0.519
37 H 0.244
38 H 0.312
39 H 0.243
40 H 0.424
41 H 0.466
42 H 0.411
43 H 0.350
44 H 0.405
45 H 0.572
46 H -1.092
47 H 0.555
48 C -2.038
49 C 2.731
50 C -1.464
51 C 0.580
52 C -0.633
53 C -1.348
54 C -0.947
55 C 0.976
56 C 1.573
57 C -1.729
58 C -1.592
59 C -0.236
60 N 2.133
61 C -1.553
62 C 0.228
63 C -1.393
64 C -1.422
65 C -0.264
66 N 0.354
67 C 3.043
68 C -1.675
69 C -2.139
70 C -1.368
71 H 0.393
72 H 0.444
73 H 0.444
74 H -1.164
75 H 0.321
76 H 0.409
77 H 0.272
78 H 0.250
79 H 0.339
80 H 0.292
81 H -0.588
82 H 0.429
83 H 0.382
84 H 0.289
85 H 0.286
86 H 0.349
87 H 0.438
88 H 0.517
89 H 0.453
90 H 0.282
91 H 0.409
92 H 0.323
93 H 0.377
94 H 0.344
95 H 0.444
96 H 0.422
97 H -0.092
98 H 0.386
99 H 0.425

DFT (the ωB97M-V functional and the def2-TZVPD basis) results for a 8-piece molecular cluster, C17H49NO8S7 overall in a non-equilibrium geometry.

Values from the calculation:
Kohn-Sham gap	8.38	eV
DFT total energy	-112133.70924	eV
energy relative to the best compared isomer or geometry (same formula, charge and spin)	18.53	kcal/mol
spin multiplicity	1

Cartesian coordinates (Å):
C: 0.086 0.501 -0.650
C: -0.486 1.546 0.262
O: -1.126 2.484 -0.189
N: -0.151 1.411 1.561
C: 0.327 0.175 2.210
H: 1.113 0.301 -0.333
H: 0.112 0.795 -1.692
H: -0.534 -0.391 -0.515
H: -0.479 2.143 2.173
H: 0.163 0.203 3.282
H: 1.405 0.187 2.031
H: -0.148 -0.690 1.749
C: 0.186 5.323 -1.451
S: 0.085 6.923 -0.574
O: -0.275 6.654 0.859
C: 1.862 7.282 -0.652
H: -0.754 4.941 -1.845
H: 0.490 4.520 -0.773
H: 0.918 5.376 -2.258
H: 2.090 7.304 -1.720
H: 2.335 6.473 -0.101
H: 2.050 8.285 -0.282
C: 2.540 -2.162 3.675
S: 2.709 -3.693 4.650
O: 1.341 -4.273 4.670
C: 3.733 -4.601 3.414
H: 2.211 -1.433 4.413
H: 1.743 -2.320 2.947
H: 3.401 -1.771 3.138
H: 3.111 -4.785 2.540
H: 4.074 -5.566 3.795
H: 4.655 -4.038 3.261
C: 4.276 -0.078 -0.287
S: 4.843 0.613 1.274
O: 3.658 0.635 2.202
C: 5.845 -0.829 1.805
H: 3.767 0.683 -0.882
H: 3.466 -0.809 -0.172
H: 5.068 -0.570 -0.851
H: 5.302 -1.734 1.547
H: 6.117 -0.681 2.845
H: 6.773 -0.773 1.230
C: -5.341 -0.358 2.996
S: -4.753 -1.119 1.469
O: -5.384 -0.421 0.303
C: -3.070 -0.437 1.711
H: -5.592 0.690 2.773
H: -4.588 -0.288 3.772
H: -6.338 -0.729 3.237
H: -2.564 -0.803 2.605
H: -3.043 0.655 1.784
H: -2.414 -0.728 0.894
C: -1.594 -4.788 -0.777
S: -0.613 -3.502 0.027
O: -1.508 -2.942 1.132
C: 0.570 -4.506 0.943
H: -2.017 -5.557 -0.120
H: -1.034 -5.406 -1.483
H: -2.471 -4.327 -1.228
H: 1.497 -3.937 1.010
H: 0.808 -5.435 0.424
H: 0.115 -4.676 1.916
C: -5.182 -0.615 -2.926
S: -4.403 -2.146 -2.241
O: -4.675 -3.287 -3.162
C: -2.695 -1.564 -2.468
H: -5.057 -0.458 -3.995
H: -4.771 0.228 -2.372
H: -6.236 -0.723 -2.676
H: -2.393 -1.191 -3.453
H: -2.099 -2.399 -2.112
H: -2.463 -0.636 -1.934
C: -0.988 3.336 -4.624
S: 0.016 1.831 -4.641
O: 0.628 1.703 -5.997
C: 1.258 2.427 -3.464
H: -0.534 4.269 -4.953
H: -1.559 3.450 -3.702
H: -1.738 3.056 -5.372
H: 0.583 2.757 -2.667
H: 1.768 3.308 -3.854
H: 1.974 1.707 -3.080

How positive or negative is each atom? The Mulliken charges in e answer that:
1 C 0.340
2 C 0.632
3 O -0.702
4 N 0.016
5 C -0.776
6 H -0.108
7 H -0.078
8 H -0.363
9 H 0.292
10 H 0.465
11 H 0.173
12 H 0.149
13 C -0.694
14 S 0.467
15 O -0.610
16 C -0.899
17 H 0.284
18 H 0.194
19 H 0.294
20 H 0.326
21 H 0.265
22 H 0.356
23 C -0.190
24 S 0.425
25 O -0.588
26 C -0.700
27 H 0.384
28 H -0.134
29 H 0.057
30 H 0.093
31 H 0.385
32 H 0.272
33 C -0.619
34 S 0.388
35 O -0.558
36 C -0.990
37 H 0.153
38 H 0.163
39 H 0.408
40 H 0.230
41 H 0.354
42 H 0.433
43 C -1.023
44 S 0.592
45 O -0.599
46 C -0.594
47 H 0.323
48 H 0.329
49 H 0.359
50 H 0.439
51 H 0.613
52 H -0.396
53 C -1.015
54 S 0.756
55 O -0.602
56 C -1.038
57 H 0.373
58 H 0.396
59 H 0.221
60 H 0.109
61 H 0.516
62 H 0.357
63 C -0.969
64 S 0.536
65 O -0.640
66 C -0.596
67 H 0.363
68 H 0.289
69 H 0.337
70 H 0.545
71 H 0.008
72 H -0.004
73 C -0.921
74 S 0.573
75 O -0.684
76 C -0.420
77 H 0.343
78 H 0.305
79 H 0.362
80 H -0.226
81 H 0.445
82 H 0.254